Molecular formula: C27H18F15N8O4SSbZr
Method: DFT, ωB97M-V/def2-TZVPD

Geometry as XYZ:
```
75
Properties=species:S:1:pos:R:3:mulliken_spin:R:1
Zr 0.32923 -0.02610 -0.29638 0.12
N -1.18782 -3.45171 2.07444 0.00
C -1.55438 -2.52810 3.02871 0.00
C -1.20850 -1.31376 2.53150 0.00
N -0.65825 -1.48425 1.27936 0.00
C -0.64569 -2.78279 1.04669 0.00
C 0.05609 -3.22306 -0.13860 0.00
N 0.68761 -2.30326 -0.84948 0.01
C 1.30223 -2.96298 -1.89002 0.00
C 1.03384 -4.28864 -1.79014 0.00
N 0.24121 -4.43694 -0.67208 0.00
H -1.29801 -4.44916 2.16275 0.00
H -2.03500 -2.81328 3.94903 0.00
H -1.35184 -0.34521 2.97840 0.00
H 1.87895 -2.44645 -2.63649 0.00
H 1.31686 -5.12694 -2.40193 0.00
H -0.15051 -5.30630 -0.34750 0.00
F 2.94680 1.41342 2.97002 0.00
C 3.67862 0.66816 2.14812 0.00
F 4.78040 0.29643 2.77863 0.00
F 4.02900 1.43417 1.10026 0.00
C 2.83765 -0.53611 1.62158 0.01
O 1.61567 -0.04937 1.20084 0.02
C 3.56671 -1.20773 0.40544 -0.01
F 3.03269 -0.67793 -0.73853 0.00
F 3.36981 -2.51827 0.34331 0.00
F 4.86657 -0.98158 0.39562 0.00
C 2.61909 -1.56421 2.76566 0.00
F 2.03453 -0.98432 3.80710 0.00
F 3.77833 -2.09259 3.14343 0.00
F 1.81870 -2.56042 2.35582 0.00
F -1.44752 -0.89187 -1.49128 0.00
Sb -1.19427 -0.23087 -3.33466 0.00
F -0.84704 -1.98608 -3.82722 0.00
F -2.98261 -0.23324 -3.77999 0.00
F -0.44743 0.51301 -4.85175 0.00
F -1.29729 1.41815 -2.43420 0.00
F 0.65172 -0.15341 -2.44138 -0.01
C 1.20996 2.14958 -0.86871 0.39
C 1.87637 3.08314 -0.04100 0.01
C 3.11688 3.61457 -0.51274 0.14
C 3.75996 4.62438 0.14880 -0.04
C 3.23175 5.09290 1.36171 0.17
C 2.05968 4.53197 1.89985 -0.03
C 1.39615 3.55251 1.21365 0.12
C 3.90382 6.13574 2.07338 -0.02
N 4.44146 6.97703 2.64418 0.11
H 1.76901 1.89656 -1.76862 0.00
H 0.15930 2.32527 -1.11171 0.04
H 3.51830 3.22828 -1.44095 0.00
H 4.66807 5.06166 -0.24166 0.00
H 1.70440 4.87619 2.86151 0.00
H 0.52225 3.10178 1.66131 0.00
O -8.47502 0.66233 5.10352 0.00
S -7.13257 0.37804 4.67224 0.00
O -7.00110 -0.66149 3.66658 0.00
O -6.12421 0.32326 5.71519 0.00
C -6.59414 1.86741 3.77099 0.00
N -7.10023 3.08127 4.01843 0.00
C -6.57911 4.10217 3.35725 0.00
C -5.52687 3.97769 2.44596 0.00
C -5.07751 2.68029 2.27255 0.00
N -5.60901 1.65147 2.90941 0.00
C -3.92234 2.24339 1.45503 0.00
C -3.81060 0.87547 1.20570 0.00
C -2.65262 0.37168 0.69139 0.00
N -1.55010 1.12178 0.42165 -0.01
C -1.74357 2.46275 0.49432 0.01
C -2.88421 3.04902 0.99477 0.01
H -7.00742 5.07863 3.56105 0.00
H -5.12142 4.83592 1.92810 0.00
H -4.62293 0.22126 1.49888 0.00
H -2.57882 -0.68626 0.51513 0.00
H -0.93401 3.10608 0.19865 -0.02
H -2.92052 4.12640 1.08555 0.00
```

As for the HOMO energy (alpha / beta): -9.13 / -9.13 eV. The total charge is +1. The spin multiplicity is 2. The LUMO energy (alpha / beta) is -4.720 / -7.169 eV. As for the frontier orbital gap (alpha / beta): 4.408 / 1.959 eV.

Molecular formula: C7H11N2O3
Method: DFT, ωB97M-V/def2-TZVPD

Geometry as XYZ:
```
23
Properties=species:S:1:pos:R:3:nbo_charge:R:1
C 3.07374 1.09644 0.88130 -0.64
C 2.96253 0.25922 -0.39175 -0.06
O 1.65076 -0.16301 -0.65140 -0.56
C 1.14101 -1.15738 0.24033 0.64
O 1.88144 -1.66618 1.08473 -0.73
C -0.19609 -1.30714 0.03716 -0.23
C -1.24291 -1.75408 -0.58606 -0.32
C -2.63328 -1.18776 -0.26982 -0.25
N -2.49155 0.14787 0.24677 -0.24
C -2.40378 1.20770 -0.73794 -0.46
N -1.78912 0.18278 1.38130 0.24
O -1.33749 1.29525 1.72440 -0.49
H 2.91678 0.44410 1.73315 0.24
H 4.05538 1.56505 0.94870 0.18
H 2.30420 1.86333 0.88375 0.21
H 3.62285 -0.61523 -0.30706 0.17
H 3.25037 0.84883 -1.27139 0.16
H -1.25059 -2.53589 -1.35257 0.15
H -3.26039 -1.15415 -1.16707 0.18
H -3.13188 -1.80579 0.48685 0.20
H -1.71743 0.92750 -1.54057 0.21
H -3.39461 1.42164 -1.14709 0.18
H -2.00993 2.08689 -0.22568 0.24
```

As for the HOMO energy: -2.70 eV. The total charge is -1. Its SMILES is CCOC([O-])=C=CCN(C)N=O. The LUMO energy is 3.733 eV. As for the frontier orbital gap: 6.434 eV.

Molecular formula: C5H14N
Method: DFT, ωB97M-V/def2-TZVPD

Geometry as XYZ:
```
20
Properties=species:S:1:pos:R:3:nbo_charge:R:1
C -0.11877 -2.00993 0.80109 -0.58
C -0.60252 2.28598 -0.64935 -0.70
C 0.11799 -1.94584 -0.78865 -0.49
C 0.88941 -0.75770 -1.25371 -0.22
C -0.52957 1.03936 0.07385 -0.04
N 0.28904 1.15922 1.30082 -0.73
H -0.29524 -3.09308 1.10574 0.26
H -1.01114 -1.29666 1.03334 0.18
H 0.67764 -1.64485 1.29560 0.17
H 0.48659 2.56393 -1.00506 0.22
H -1.12383 2.36672 -1.54207 0.27
H -0.96456 3.03934 -0.03020 0.23
H -0.82319 -2.03963 -1.19895 0.22
H 0.61695 -2.82294 -1.16864 0.25
H 0.52858 -0.00576 -1.97607 0.21
H 1.88068 -0.67560 -0.81113 0.18
H -1.36778 0.29309 0.01678 0.23
H 0.99445 1.77908 0.95971 0.45
H 0.47805 0.18140 1.71783 0.47
H -0.12278 1.58386 2.11908 0.42
```

As for the HOMO energy (alpha / beta): -12.17 / -13.02 eV. The total charge is +1. The LUMO energy (alpha / beta) is -4.372 / -3.731 eV. As for the frontier orbital gap (alpha / beta): 7.796 / 9.287 eV.

Molecular formula: C47H50IN6O2P2Tl
Method: DFT, ωB97M-V/def2-TZVPD

Geometry as XYZ:
```
109
Properties=species:S:1:pos:R:3:lowdin_charge:R:1
Tl 10.30476 12.44508 14.24406 0.90
C 8.90473 7.98481 13.87705 -0.02
C 9.12895 8.66123 12.53572 -0.26
N 9.26150 7.92219 11.47883 0.10
C 9.38274 8.49100 10.26531 -0.13
C 9.31932 9.83190 10.05705 -0.19
C 9.42927 10.29435 8.63528 -0.19
O 8.23935 10.93537 8.08416 -0.06
C 9.17890 10.71516 11.17317 -0.05
C 9.10172 12.18568 10.95682 -0.06
N 9.31180 13.10286 11.85311 0.00
C 9.47895 14.44478 11.33395 -0.31
C 10.29220 14.60915 10.21465 -0.07
C 10.53922 15.80875 9.63970 -0.11
C 9.90908 16.91300 10.16538 -0.09
C 9.14366 16.75238 11.32963 -0.20
C 8.91861 15.56746 11.94425 -0.48
I 7.70573 15.56454 13.87541 1.38
C 9.07653 10.13141 12.48619 -0.32
O 8.93117 10.78850 13.58529 -0.29
H 8.10629 8.58346 14.38791 0.08
H 9.80239 8.05734 14.45805 0.05
H 8.62804 6.93814 13.70930 0.08
H 9.52659 7.84046 9.38131 0.11
H 9.64618 9.40564 8.03884 0.10
H 10.19666 11.05366 8.44301 0.12
H 7.47386 10.45581 8.33304 0.06
H 8.87768 12.53116 9.93377 0.13
H 10.82595 13.75118 9.84193 0.11
H 11.24024 15.85142 8.75301 0.13
H 9.99073 17.94100 9.71715 0.12
H 8.73223 17.67234 11.71950 0.09
C 10.90927 16.14865 17.33191 -0.33
C 9.59758 16.50951 16.66656 -0.43
P 9.91568 16.39148 14.86957 0.88
C 10.04117 18.18907 14.38931 -0.43
C 11.11351 18.45639 13.55660 -0.13
C 11.33358 19.75045 13.10746 -0.10
C 10.47769 20.73874 13.43644 -0.09
C 9.34863 20.50325 14.24142 -0.05
C 9.15847 19.20792 14.68670 -0.10
C 6.73479 15.74355 15.89177 -0.55
C 6.56892 14.62942 16.72924 -0.18
C 5.97726 14.76423 17.94382 -0.10
C 5.42019 15.98459 18.32268 -0.08
C 5.51937 17.09544 17.47861 -0.10
C 6.15363 16.98171 16.24975 -0.17
C 11.17115 14.61985 17.40597 -0.37
P 9.90393 13.74506 18.45337 1.11
C 10.69020 13.86166 20.09385 -0.40
C 11.78066 14.70490 20.40231 -0.09
C 12.23085 14.81755 21.69966 -0.09
C 11.65441 14.08620 22.73040 -0.09
C 10.64198 13.21703 22.41662 -0.08
C 10.19322 13.12012 21.10967 -0.13
C 10.08638 11.90030 18.05528 -0.37
C 9.08278 11.36538 17.30431 -0.16
C 9.05819 10.02290 17.02771 -0.09
C 10.04107 9.20642 17.46229 -0.09
C 11.03981 9.71842 18.28080 -0.08
C 11.09731 11.09227 18.57193 -0.09
H 10.94125 16.66756 18.29886 0.10
H 11.74443 16.60115 16.75761 0.10
H 9.31111 17.54624 16.82450 0.08
H 8.80579 15.85585 16.99442 0.03
H 11.76404 17.68072 13.17453 0.10
H 12.16515 19.89355 12.42828 0.11
H 10.66443 21.74802 13.05164 0.11
H 8.65616 21.26070 14.47225 0.09
H 8.29994 18.95961 15.29756 0.09
H 7.04487 13.69727 16.51009 0.07
H 5.85753 13.96980 18.60263 0.08
H 4.95730 16.05501 19.27066 0.09
H 5.00342 18.01864 17.78356 0.11
H 6.29099 17.86038 15.60299 0.08
H 12.13829 14.35952 17.84029 0.07
H 11.07632 14.30432 16.37022 -0.02
H 12.26125 15.37214 19.65790 0.10
H 13.03296 15.47943 21.93199 0.10
H 12.06244 14.20188 23.73088 0.11
H 10.21797 12.60043 23.17646 0.10
H 9.38734 12.44087 20.91409 0.11
H 8.21156 11.94007 17.03112 0.08
H 8.27954 9.63142 16.39833 0.10
H 10.06931 8.19106 17.18205 0.10
H 11.81839 8.99929 18.64733 0.13
H 11.83456 11.49465 19.28544 0.12
C 13.71318 11.97675 15.12540 -0.22
N 14.72848 11.25433 15.82394 -0.10
C 15.63024 10.67788 14.81274 -0.20
N 14.97836 9.75607 13.88542 -0.09
C 13.95915 10.59222 13.18770 -0.17
N 12.97858 11.15214 14.11095 -0.14
C 12.40863 9.99892 14.90513 -0.21
N 13.37747 9.19891 15.65827 -0.06
C 14.10122 10.12674 16.61087 -0.11
C 14.35739 8.67872 14.65922 -0.17
H 14.15934 12.80951 14.57087 0.13
H 12.94593 12.35429 15.85173 0.10
H 16.45219 10.16639 15.31320 0.12
H 16.20444 11.49834 14.26102 0.15
H 13.43071 9.91827 12.53764 0.12
H 14.44033 11.38140 12.60864 0.13
H 11.83918 9.36540 14.18991 0.13
H 11.71698 10.45574 15.60247 0.06
H 14.92494 9.66219 17.18287 0.13
H 13.34426 10.60205 17.24775 0.09
H 13.81212 7.99270 13.97977 0.13
H 15.14152 8.06086 15.08133 0.12
```

As for the HOMO energy: -7.38 eV. The total charge is 0. The LUMO energy is -0.461 eV. As for the frontier orbital gap: 6.922 eV.

Molecular formula: C2H5FN2
Method: DFT, ωB97M-V/def2-TZVPD

Geometry as XYZ:
```
10
Properties=species:S:1:pos:R:3:nbo_charge:R:1
C -0.24968 -0.45349 -0.37790 -0.71
C 0.18414 0.83352 0.08174 0.54
N -0.32931 1.93286 0.14007 -0.65
N 2.12609 -0.25251 0.63313 -0.28
F 2.93040 0.09025 -0.46966 -0.29
H -1.28433 -0.49749 -0.85093 0.21
H 0.46435 -0.80131 -0.97149 0.25
H -0.45594 -1.03182 0.39468 0.24
H 2.71126 0.04859 1.39684 0.30
H -1.27942 2.22971 0.15257 0.40
```

As for the HOMO energy (alpha / beta): -9.14 / -7.90 eV. The total charge is 0. The LUMO energy (alpha / beta) is 0.083 / -0.072 eV. As for the frontier orbital gap (alpha / beta): 9.221 / 7.832 eV.

Molecular formula: C7H10N2O
Method: DFT, ωB97M-V/def2-TZVPD

Geometry as XYZ:
```
20
Properties=species:S:1:pos:R:3:nbo_charge:R:1
C 0.01036 2.12724 0.19149 -0.08
C 0.87031 1.07894 0.12623 -0.24
C 0.17547 -0.06206 -0.19866 -0.08
C 2.34314 0.79384 0.20446 -0.54
C 2.57947 -0.49038 -0.40403 0.45
C -2.54857 -1.37922 0.46277 -0.61
C -2.22076 -0.47572 -0.70322 -0.20
N -1.22973 1.67713 -0.05244 -0.29
N -1.11275 0.35712 -0.33258 -0.24
O 2.97257 -1.68751 0.10992 -0.61
H 0.25146 3.23011 0.46047 0.21
H 2.84116 1.40393 -0.43077 0.24
H 2.55740 0.92340 1.22729 0.23
H 2.44446 -0.43995 -1.43986 0.20
H -2.55515 -0.72735 1.33085 0.22
H -1.84725 -2.26550 0.54043 0.22
H -3.51887 -1.69866 0.34460 0.20
H -3.05420 0.35389 -0.90242 0.22
H -1.96841 -1.01350 -1.60383 0.20
H 3.00990 -1.70577 1.06930 0.50
```

As for the HOMO energy (alpha / beta): -7.98 / -7.98 eV. The total charge is 0. The LUMO energy (alpha / beta) is -0.519 / -0.519 eV. As for the frontier orbital gap (alpha / beta): 7.462 / 7.462 eV.

Calculated energy relative to the best compared isomer or geometry (same formula, charge and spin) (eV), listed in the same order as above: 4.358 5.495 5.000 0.000 5.927 6.158